[1]
# C25H46B2F6Mg2N3O8S3

C25H46B2F6Mg2N3O8S3 as an isolated structure in a non-equilibrium geometry (ωB97M-V with the def2-TZVPD basis set, the Open Molecules 2025 dataset).

As for the multiplicity: 1. The total energy is -3989.1752 a.u. Its total charge is +1. Its frontier orbital gap is 0.0464 Eh. The HOMO energy is -8.874 eV. The calculation puts the LUMO energy at -7.61 eV.

Structure (XYZ):
```
95
C25H46B2F6Mg2N3O8S3 ωB97M-V with the def2-TZVPD basis set
C 6.93 1.46 -0.43
O 6.12 2.67 -0.32
C 4.85 2.33 -0.88
B 3.76 2.15 0.30
C 4.07 1.13 1.53
C 3.34 -0.26 1.39
C 3.69 -1.04 0.06
S 3.08 -2.76 0.26
C 2.37 2.97 0.32
C 1.58 2.79 -1.04
C 0.11 3.39 -0.97
S -1.00 1.94 -0.72
C -2.72 2.56 -0.60
S -2.91 4.22 -0.48
N -3.85 1.68 -0.63
C -4.69 1.79 0.57
C -4.59 0.54 1.53
O -5.14 -0.60 0.85
C -4.77 -0.62 -0.52
C -3.50 0.27 -0.87
H 6.37 0.56 -0.06
H 7.88 1.54 0.15
H 7.14 1.34 -1.53
H 4.97 1.38 -1.48
H 4.50 3.13 -1.62
H 3.65 1.64 2.45
H 5.17 1.01 1.66
H 3.67 -0.93 2.23
H 2.22 -0.18 1.47
H 4.82 -1.05 -0.12
H 3.13 -0.54 -0.78
H 3.34 -3.40 -0.95
H 2.59 4.05 0.51
H 1.71 2.62 1.16
H 1.51 1.68 -1.22
H 2.15 3.20 -1.93
H -0.01 4.07 -0.09
H -0.09 3.91 -1.94
H -5.77 1.81 0.21
H -4.52 2.70 1.19
H -3.52 0.34 1.81
H -5.12 0.80 2.48
H -4.44 -1.68 -0.74
H -5.65 -0.41 -1.24
H -2.67 -0.13 -0.24
H -3.27 0.12 -1.95
B -0.57 -4.18 -0.22
F 0.39 -5.01 0.39
F -0.90 -3.11 0.66
F -0.03 -3.64 -1.42
F -1.74 -4.92 -0.52
Mg -7.21 0.39 -0.86
C 10.25 0.44 3.08
C 9.76 -0.81 3.79
C 8.59 -1.49 3.07
C 7.39 -0.66 3.06
N 6.45 0.01 3.04
H 9.48 1.21 3.05
H 11.12 0.85 3.60
H 10.55 0.22 2.05
H 9.47 -0.56 4.82
H 10.58 -1.53 3.86
H 8.36 -2.43 3.58
H 8.87 -1.74 2.05
C -0.01 -2.31 -4.32
C -1.45 -2.24 -4.69
O -1.44 -2.20 -6.09
C -0.30 -2.86 -6.47
O -0.09 -3.25 -7.57
O 0.55 -3.03 -5.42
F -2.03 -1.09 -4.21
H 0.46 -1.32 -4.27
H 0.14 -2.83 -3.38
H -2.03 -3.11 -4.35
F 6.60 -1.26 -0.20
N -10.13 0.66 2.73
C -8.85 0.90 3.01
C -8.42 1.74 4.02
C -9.38 2.39 4.79
C -10.72 2.16 4.51
C -11.04 1.29 3.48
H -8.13 0.37 2.38
H -7.37 1.90 4.21
H -9.10 3.06 5.59
H -11.50 2.64 5.09
H -12.08 1.07 3.23
O -4.43 -2.84 -3.59
H -4.84 -3.69 -3.88
H -4.78 -2.55 -2.72
H -4.52 -2.14 -4.27
O -10.14 -0.49 -3.23
H -10.99 -0.10 -2.95
Mg 3.21 2.74 -3.43
O 2.36 -5.19 -2.07
H 3.17 -5.62 -1.75
```

From a Löwdin analysis of the wavefunction, the atomic charges in e read: C -0.085; O -0.187; C -0.228; B -0.231; C -0.131; C -0.255; C -0.481; S 1.001; C -0.108; C -0.336; C -0.457; S 0.884; C -0.999; S 0.680; N -0.185; C -0.165; C -0.122; O -0.154; C -0.250; C -0.162; H 0.035; H 0.100; H 0.106; H 0.101; H 0.010; H 0.119; H 0.051; H 0.103; H 0.109; H 0.060; H 0.081; H -0.081; H 0.130; H 0.112; H 0.081; H -0.106; H 0.073; H 0.087; H 0.061; H 0.121; H 0.155; H 0.141; H 0.145; H -0.026; H 0.126; H 0.130; B -1.237; F 0.081; F 0.049; F 0.043; F 0.057; Mg 1.088; C -0.111; C -0.264; C -0.180; C -0.192; N 0.180; H 0.069; H 0.071; H 0.077; H 0.111; H 0.108; H 0.120; H 0.123; C -0.053; C -0.327; O 0.124; C -0.531; O 0.201; O 0.103; F 0.035; H 0.150; H 0.124; H 0.159; F -0.501; N 0.051; C -0.187; C -0.079; C -0.066; C -0.054; C -0.137; H 0.068; H 0.096; H 0.113; H 0.110; H 0.110; O 0.343; H 0.218; H 0.171; H 0.203; O -0.304; H -0.065; Mg 0.792; O -0.097; H -0.013

[2]
# C31H51BrN2OP2V

C31H51BrN2OP2V as an isolated structure in a non-equilibrium geometry (ωB97M-V with the def2-TZVPD basis set, the Open Molecules 2025 dataset).

As for the multiplicity: 4. The total energy is -5596.6694 a.u. Its total charge is +2. Its frontier orbital gap (spin up / spin down) is 0.1488 / 0.1469 Eh. The HOMO energy (spin up / spin down) is -11.943 / -11.943 eV. The expectation value of S² is 3.835. The calculation puts the LUMO energy (spin up / spin down) at -7.89 / -7.95 eV.

Structure (XYZ):
```
89
C31H51BrN2OP2V ωB97M-V with the def2-TZVPD basis set
N -5.75 3.17 -4.26
C -5.63 3.57 -3.00
C -4.72 2.98 -2.09
C -3.83 1.97 -2.56
C -4.02 1.53 -3.90
C -5.01 2.15 -4.69
C -2.69 1.48 -1.78
V -0.17 0.62 -0.72
P 4.37 -1.12 -0.33
C -1.42 1.30 -2.38
C -0.32 2.22 -2.05
C 1.01 1.83 -2.40
C 2.07 2.64 -1.93
C 1.88 3.43 -0.78
C 0.61 3.41 -0.15
C -0.51 2.95 -0.84
Br 3.29 4.15 0.10
H -2.84 1.48 -0.69
H -1.36 0.85 -3.38
H -4.66 3.35 -1.07
H -3.39 0.75 -4.32
H -6.26 4.41 -2.69
H -5.17 1.84 -5.72
H 1.16 1.19 -3.29
H -1.53 3.24 -0.57
H 3.06 2.64 -2.40
H 0.51 3.91 0.81
P -0.82 -1.89 -0.99
C 4.22 0.65 -0.04
C 5.57 1.33 -0.31
H 3.92 0.79 1.01
H 3.43 1.01 -0.71
H 5.56 2.37 0.02
H 6.38 0.82 0.22
H 5.83 1.33 -1.38
C 3.62 -1.47 -1.93
C 4.60 -2.33 -2.73
H 3.44 -0.51 -2.43
H 2.66 -1.98 -1.77
H 4.29 -2.45 -3.77
H 5.60 -1.88 -2.74
H 4.71 -3.33 -2.30
C 3.47 -1.94 1.01
C 4.42 -2.33 2.15
H 2.98 -2.83 0.58
H 2.72 -1.20 1.32
H 3.94 -3.04 2.83
H 5.33 -2.81 1.79
H 4.72 -1.46 2.74
C -0.56 -2.75 0.63
C -1.11 -4.16 0.79
H -0.99 -2.10 1.40
H 0.53 -2.73 0.78
H -2.20 -4.18 0.87
H -0.81 -4.84 -0.01
H -0.72 -4.58 1.73
C 0.11 -2.99 -2.14
C 0.01 -2.63 -3.62
H -0.28 -4.01 -1.97
H 1.16 -2.97 -1.81
H -1.01 -2.70 -4.01
H 0.39 -1.62 -3.83
H 0.62 -3.34 -4.20
C -2.56 -2.26 -1.47
C -3.59 -1.86 -0.42
H -2.64 -3.34 -1.72
H -2.73 -1.70 -2.40
H -4.57 -2.24 -0.75
H -3.38 -2.28 0.57
H -3.65 -0.77 -0.34
O -1.49 0.25 1.65
C -1.28 0.40 2.88
C 0.00 0.99 3.43
C -0.23 2.30 4.18
C -0.59 2.11 5.65
C -1.95 1.45 5.85
C -2.03 0.04 5.26
N -2.19 0.01 3.79
H 0.46 0.24 4.08
H 0.67 1.16 2.57
H 0.68 2.91 4.11
H -1.03 2.88 3.69
H 0.18 1.52 6.16
H -0.61 3.09 6.14
H -2.16 1.37 6.92
H -2.74 2.08 5.41
H -1.13 -0.52 5.54
H -2.90 -0.47 5.68
H -2.96 -0.54 3.41
```

From a Löwdin analysis of the wavefunction, the atomic charges in e read: N 0.094; C -0.098; C 0.024; C -0.187; C 0.013; C -0.090; C 0.032; V 0.819; P 0.944; C -0.173; C -0.316; C -0.081; C -0.074; C -0.703; C -0.069; C -0.081; Br 0.958; H 0.125; H 0.133; H 0.117; H 0.114; H 0.126; H 0.125; H 0.140; H 0.138; H 0.136; H 0.120; P 0.941; C -0.456; C -0.176; H 0.081; H 0.021; H 0.022; H 0.072; H 0.077; C -0.430; C -0.168; H 0.067; H 0.030; H 0.068; H 0.068; H 0.075; C -0.452; C -0.160; H 0.072; H 0.051; H 0.069; H 0.070; H 0.071; C -0.390; C -0.122; H 0.054; H 0.064; H 0.071; H 0.073; H 0.088; C -0.397; C -0.133; H 0.088; H 0.051; H 0.074; H 0.060; H 0.090; C -0.381; C -0.132; H 0.105; H 0.072; H 0.093; H 0.065; H 0.054; O -0.068; C -0.455; C -0.102; C -0.187; C -0.200; C -0.182; C -0.149; N 0.105; H 0.136; H 0.104; H 0.118; H 0.123; H 0.124; H 0.122; H 0.124; H 0.124; H 0.129; H 0.131; H 0.157

[3]
# C30H38N3O6PtS2Si2

C30H38N3O6PtS2Si2 as an isolated structure in a non-equilibrium geometry (ωB97M-V with the def2-TZVPD basis set, the Open Molecules 2025 dataset).

As for the multiplicity: 1. The total energy is -3276.1349 a.u. Its total charge is +1. Its frontier orbital gap (spin up / spin down) is 0.2043 / 0.2041 Eh. The HOMO energy (spin up / spin down) is -10.599 / -10.597 eV. The energy relative to the best compared isomer or geometry (same formula, charge and spin) comes out at 74.51 kcal/mol. The calculation puts the LUMO energy (spin up / spin down) at -5.04 / -5.04 eV.

Structure (XYZ):
```
82
C30H38N3O6PtS2Si2 ωB97M-V with the def2-TZVPD basis set
Pt 0.06 -0.32 -0.14
C -1.36 2.26 1.92
C -2.02 2.14 0.56
C -2.61 3.45 0.12
C -2.81 3.69 -1.19
C -2.38 2.73 -2.14
C -1.58 1.69 -1.74
N -1.20 1.54 -0.44
C -1.10 0.70 -2.69
C -1.35 0.76 -4.06
C -1.09 -0.36 -4.84
C -0.56 -1.50 -4.25
C -0.26 -1.48 -2.89
N -0.53 -0.38 -2.17
C 0.31 -2.62 -2.17
C 0.45 -3.87 -2.74
C 0.91 -4.92 -1.97
C 1.26 -4.68 -0.66
C 1.16 -3.39 -0.14
C 1.62 -3.13 1.26
N 0.69 -2.40 -0.90
H -0.67 3.10 1.92
H -0.84 1.35 2.18
H -2.14 2.44 2.66
H -2.98 4.10 0.90
H -3.29 4.60 -1.52
H -2.64 2.86 -3.18
H -1.75 1.64 -4.52
H -1.31 -0.34 -5.89
H -0.38 -2.37 -4.85
H 0.19 -4.03 -3.78
H 0.98 -5.91 -2.39
H 1.61 -5.48 -0.02
H 2.59 -3.59 1.44
H 0.90 -3.56 1.96
H 1.65 -2.06 1.47
O -1.42 -2.81 1.01
S -1.28 -1.99 2.18
O -0.61 -2.62 3.29
O -0.64 -0.63 1.89
C -2.87 -1.46 2.82
C -3.10 -1.70 4.17
C -4.26 -1.23 4.77
C -5.19 -0.52 4.03
C -4.97 -0.27 2.69
C -3.81 -0.74 2.09
S -3.58 -0.20 0.42
O -3.28 1.32 0.76
O -4.83 -0.24 -0.26
O -2.46 -0.80 -0.25
H -2.35 -2.25 4.72
H -4.42 -1.42 5.82
H -6.09 -0.16 4.51
H -5.68 0.29 2.09
C 2.08 0.28 3.12
Si 2.61 1.20 1.56
C 4.49 1.35 1.74
C 1.87 2.93 1.36
C 2.12 0.18 -0.01
Si 2.78 0.94 -1.64
C 2.75 -0.41 -2.97
C 1.77 2.45 -2.19
C 4.60 1.45 -1.51
H 2.08 0.97 3.97
H 2.78 -0.52 3.34
H 1.08 -0.16 3.05
H 4.73 1.49 2.79
H 4.90 2.19 1.18
H 5.01 0.45 1.41
H 1.57 3.34 2.33
H 1.00 2.90 0.71
H 2.59 3.63 0.93
H 2.62 -0.79 0.10
H 1.78 -0.48 -3.48
H 2.98 -1.39 -2.55
H 3.50 -0.19 -3.73
H 0.73 2.38 -1.89
H 1.80 2.55 -3.28
H 2.18 3.37 -1.77
H 5.19 0.72 -0.95
H 4.72 2.42 -1.03
H 5.02 1.52 -2.51
```

From a Löwdin analysis of the wavefunction, the atomic charges in e read: Pt 1.413; C 0.005; C -0.481; C 0.023; C -0.045; C 0.009; C -0.282; N 0.031; C -0.188; C 0.041; C 0.007; C 0.020; C -0.212; N 0.044; C -0.191; C 0.026; C -0.002; C 0.024; C -0.278; C -0.015; N 0.084; H 0.072; H 0.053; H 0.109; H 0.128; H 0.118; H 0.108; H 0.122; H 0.129; H 0.120; H 0.117; H 0.126; H 0.134; H 0.108; H 0.079; H 0.040; O -0.289; S 0.527; O -0.285; O -0.492; C -0.208; C -0.032; C -0.037; C -0.038; C -0.037; C -0.227; S 0.672; O -0.188; O -0.218; O -0.328; H 0.116; H 0.117; H 0.117; H 0.125; C -0.168; Si 0.487; C -0.171; C -0.169; C -0.395; Si 0.481; C -0.158; C -0.153; C -0.168; H 0.044; H 0.042; H -0.009; H 0.043; H 0.021; H 0.035; H 0.039; H 0.001; H 0.038; H 0.011; H 0.005; H 0.035; H 0.040; H -0.004; H 0.044; H 0.038; H 0.032; H 0.029; H 0.041